{"formula": "C4H9Cl", "method": "ωB97M-V with the def2-TZVPD basis set", "multiplicity": 1, "charge": 0, "smiles": "CC(C)(C)Cl", "species": ["H", "C", "H", "H", "H", "Cl", "H", "C", "H", "C", "H", "H", "H", "C"], "xyz": [[1.72852, 0.37945, 1.49737], [-0.03016, -1.40594, 0.10759], [-0.09289, -1.70035, -0.97011], [0.30839, 1.07838, 1.90734], [-1.18234, -0.21172, -1.69867], [1.25290, 0.03446, -1.71990], [1.11943, 1.90697, 0.97849], [0.12982, 0.12701, -0.12512], [-0.53014, -1.72520, 0.85290], [-1.10843, 0.54306, -0.77791], [-1.23453, 1.54747, -0.88675], [-2.28900, 0.13415, -0.35976], [1.13377, -1.60674, 0.19736], [0.79467, 0.89902, 0.99716]], "lowdin_charge": [0.125, -0.111, 0.053, 0.054, 0.090, 0.520, 0.059, -0.795, 0.005, -0.194, 0.025, 0.169, 0.102, -0.101]}

---

{"formula": "C4H9Cl", "method": "ωB97M-V with the def2-TZVPD basis set", "multiplicity": 1, "charge": 0, "smiles": "CC(C)(C)Cl", "species": ["H", "H", "C", "H", "H", "H", "C", "H", "H", "H", "H", "C", "C", "Cl"], "xyz": [[-1.05868, -0.70274, 1.32718], [0.24620, 2.01888, 1.06790], [-0.04767, 1.43549, 0.15479], [0.16151, -1.97395, 0.80739], [0.10516, -0.09083, -2.11091], [0.59687, -0.58367, 2.08032], [0.42985, 0.00254, -0.01270], [0.16679, 2.00419, -0.75219], [-0.00117, -1.68643, -1.34812], [-1.38161, -0.50786, -1.11720], [-1.13082, 1.55411, 0.14793], [-0.00297, -0.87253, 1.10774], [-0.28126, -0.57870, -1.23003], [2.19780, -0.01849, -0.12210]], "lowdin_charge": [0.079, 0.099, -0.139, 0.104, 0.068, 0.114, -1.040, 0.077, 0.104, 0.097, 0.076, -0.164, -0.125, 0.650]}

---

{"formula": "C4H9Cl2NSi", "method": "ωB97M-V with the def2-TZVPD basis set", "multiplicity": 1, "charge": 0, "species": ["H", "H", "Cl", "C", "C", "H", "H", "H", "H", "N", "Si", "C", "H", "H", "H", "C", "Cl"], "xyz": [[-0.20758, -2.40854, -3.15057], [1.47553, -0.93623, 0.45769], [0.18573, 2.53751, -2.92489], [-0.27462, 0.90349, 2.51131], [-0.79759, -0.56639, -2.10685], [-1.69869, -1.06171, -1.71960], [0.87606, -0.98414, -3.31844], [2.17351, -0.93477, 2.09680], [0.14960, 1.28316, 3.46517], [0.75852, 0.59305, 1.52814], [-0.49961, 1.16473, -1.44974], [-0.08393, -1.34008, -2.96043], [-0.72775, 1.77483, 2.25275], [0.45572, -1.49773, 1.82605], [-0.94131, -0.00264, 2.69035], [1.22529, -0.77798, 1.51525], [-2.06887, 2.25345, -0.71300]], "lowdin_charge": [0.059, 0.055, 0.149, -0.166, -0.363, 0.046, 0.045, 0.095, 0.093, -0.098, -0.058, -0.066, 0.007, 0.066, 0.098, -0.184, 0.221]}

---

Values for energy relative to the best compared isomer or geometry (same formula, charge and spin), kcal/mol, ordered as above
78.6; 10.0; 74.2